1.
12
Properties=species:S:1:pos:R:3:mulliken_charge:R:1 method="wB97M-V/def2-TZVPD" de_lowest_ev=5.138 gap_ev="7.4 / 7.4" e_homo_ev="-13.26 / -13.26" total_charge=+1
N -0.452 1.232 -0.731 -0.400
N -1.534 0.081 0.954 -0.373
N -1.357 -0.898 0.225 0.199
N -0.435 -1.252 -0.508 -0.218
N 1.232 -0.059 0.306 0.068
C 0.611 0.452 -0.713 -0.037
C -1.305 1.196 0.229 0.119
C 2.055 -0.576 0.993 0.052
H 1.162 0.644 -1.642 0.385
H -0.618 -1.911 -1.399 0.325
H -2.035 1.962 0.504 0.403
H 2.676 -0.869 1.782 0.477

---

2.
43
Properties=species:S:1:pos:R:3:mulliken_spin:R:1 method="wB97M-V/def2-TZVPD" spin_multiplicity=3 de_lowest_ev=0.000 gap_ev="7.2 / 7.0" e_homo_ev="-18.88 / -19.06" total_charge=+3
W -0.029 0.645 -0.416 1.967
S -2.259 1.730 -0.048 -0.027
S 0.119 1.265 1.980 -0.016
S -1.335 -1.385 -0.573 -0.035
S 1.784 -0.934 0.295 -0.033
F 4.833 0.096 -2.405 -0.002
C 2.709 -0.628 -3.017 0.017
C -2.405 2.182 1.714 -0.002
C 3.066 1.500 -1.853 0.042
C -0.541 -2.528 0.604 0.008
C -2.947 -0.996 0.202 0.022
C 1.706 1.748 -1.924 0.049
C -0.608 1.124 -2.474 -0.021
C 0.812 0.823 -2.548 -0.023
C 0.948 -2.562 0.308 0.013
C 0.938 -0.101 2.869 0.021
C -1.565 1.358 2.670 0.018
C -3.426 0.349 -0.311 0.016
C 2.131 -0.551 2.048 -0.001
C 1.347 -0.398 -3.034 0.000
C 3.546 0.320 -2.429 -0.021
H -3.462 2.147 1.982 -0.002
H 3.143 -1.520 -3.450 0.001
H -2.823 -1.012 1.284 0.002
H -1.279 0.451 -3.000 0.016
H -1.502 1.849 3.642 0.001
H 0.215 -0.896 3.040 -0.003
H 2.900 0.223 2.003 0.002
H 3.760 2.208 -1.418 0.000
H -0.767 -2.203 1.619 0.006
H 2.596 -1.438 2.483 0.000
H -2.110 3.233 1.735 0.003
H 1.270 0.284 3.834 0.001
H 1.145 -2.970 -0.685 0.001
H 1.476 -3.196 1.022 -0.001
H -0.976 -3.518 0.449 -0.001
H 0.682 -1.120 -3.495 -0.003
H -0.865 2.174 -2.602 0.005
H -1.937 0.344 2.809 -0.003
H -3.596 0.338 -1.389 0.001
H 1.318 2.718 -1.596 -0.016
H -4.369 0.632 0.158 -0.001
H -3.644 -1.785 -0.083 0.000

---

3.
14
Properties=species:S:1:pos:R:3:mulliken_charge:R:1 method="wB97M-V/def2-TZVPD" smiles="C=C1O[C@@]1(N)O[NH3+]" de_lowest_ev=4.892 gap_ev=11.2 e_homo_ev=-14.69 total_charge=+1
O -1.072 0.271 -0.661 -0.293
O 0.468 -0.178 1.190 -0.559
N -0.137 -1.998 -0.380 -0.440
N -1.444 1.247 0.288 -0.257
C 2.363 0.731 -0.331 -0.826
C 1.281 0.187 0.083 0.318
C 0.080 -0.661 -0.098 0.792
H -0.201 -2.528 0.482 0.269
H 2.542 0.649 -1.395 0.241
H 0.156 -2.386 -1.331 0.285
H 3.044 1.220 0.286 0.316
H -0.983 2.180 -0.036 0.391
H -0.759 0.858 1.121 0.432
H -2.483 1.241 0.390 0.331

---

4.
16
Properties=species:S:1:pos:R:3:mulliken_charge:R:1 method="wB97M-V/def2-TZVPD" de_lowest_ev=4.018 gap_ev="9.1 / 9.1" e_homo_ev="-14.00 / -14.00" total_charge=+1
Br 2.803 -0.619 -0.570 -0.111
O 1.913 1.952 0.141 -0.363
N 0.352 0.324 0.770 -0.067
C -2.047 0.270 0.383 -0.812
C -0.841 -0.289 0.191 0.490
C -0.570 -1.673 -0.483 -1.124
C 1.369 0.857 -0.225 -0.085
H 0.345 -1.639 -1.051 0.288
H -0.474 -2.440 0.300 0.327
H 0.804 -0.242 1.455 0.422
H -2.370 1.233 0.784 0.311
H -2.842 -0.402 -0.031 0.227
H 0.134 1.159 -1.704 0.265
H 0.102 1.193 1.302 0.375
H -1.447 -1.973 -1.045 0.416
H 2.769 2.290 -0.218 0.442

---

5.
15
Properties=species:S:1:pos:R:3:mulliken_charge:R:1 method="wB97M-V/def2-TZVPD" de_lowest_ev=6.054 gap_ev="7.2 / 7.2" e_homo_ev="-7.96 / -7.96" total_charge=0
S 2.494 1.468 0.228 -0.186
O 2.477 -0.465 -1.590 -0.383
C -1.620 0.567 -0.374 0.797
C -0.488 0.352 -0.673 -0.966
C 2.070 -0.136 -0.379 0.587
C -2.967 0.893 -0.087 -1.125
C 1.616 -1.168 0.567 -0.964
H -3.616 -0.083 0.076 0.219
H 0.810 -0.831 1.152 0.348
H 1.339 1.605 1.135 0.209
H -3.006 1.427 0.858 0.257
H 2.425 -1.756 1.056 0.319
H 2.570 0.273 -2.186 0.372
H 1.204 -2.104 -0.092 0.278
H -3.452 1.523 -0.916 0.237

---

6.
42
Properties=species:S:1:pos:R:3:mulliken_charge:R:1 method="wB97M-V/def2-TZVPD" smiles="C=CCCCNCO.O.O.O.O.O.O.O" de_lowest_ev=2.838 gap_ev=9.6 e_homo_ev=-9.25 total_charge=0
O -1.271 -1.687 -3.713 -0.715
O 2.770 -1.390 0.968 -0.678
O 1.342 3.542 -0.503 -0.681
O -3.307 -1.080 -1.994 -0.641
O 0.241 0.354 -2.674 -0.668
O -2.306 1.489 -1.606 -0.670
O 1.397 2.037 3.540 -0.681
O 3.924 1.891 -0.454 -0.593
N 0.082 -0.449 -0.455 0.199
C -0.643 -2.506 2.628 -0.315
C -0.401 -1.016 2.691 -0.199
C -1.203 -0.216 1.616 -0.746
C 0.990 0.084 -1.419 -0.478
C -0.377 0.502 0.550 0.007
C -1.864 -3.040 2.595 -0.764
H 0.840 2.723 -0.416 0.319
H 3.347 -0.809 0.464 0.332
H 4.469 2.294 0.232 0.309
H 1.277 1.690 2.656 0.236
H 1.309 1.093 -1.194 0.064
H -1.556 0.669 2.158 0.311
H -0.478 0.965 -2.455 0.369
H 3.198 2.535 -0.498 0.319
H -2.030 -0.761 1.175 0.451
H -4.125 -1.278 -2.438 0.268
H 0.647 -0.843 2.445 0.114
H 1.724 -0.596 -1.844 0.410
H -2.770 0.695 -1.281 0.323
H -2.008 -4.024 2.174 0.263
H 0.781 4.167 -0.076 0.303
H 0.148 -3.135 2.233 0.246
H 1.626 1.317 4.131 0.308
H 1.953 -1.509 0.479 0.301
H -1.025 1.251 0.087 0.345
H -2.536 -1.418 -2.474 0.396
H -0.659 -0.955 -0.920 0.216
H -0.681 -0.565 3.641 0.367
H -0.534 -2.307 -3.699 0.305
H 0.495 1.024 0.939 -0.260
H -2.738 -2.565 3.023 0.298
H -2.558 1.561 -2.525 0.311
H -0.800 -0.834 -3.710 0.400

---

7.
51
Properties=species:S:1:pos:R:3:mulliken_charge:R:1 method="wB97M-V/def2-TZVPD" de_lowest_ev=0.343 gap_ev="7.3 / 7.1" e_homo_ev="-8.50 / -8.50" total_charge=0
Ge -0.192 1.451 2.324 0.879
Co 1.381 -1.096 0.011 -0.102
S -0.153 -0.242 -1.380 -0.268
S 1.695 -2.712 -1.423 -0.330
P 0.020 -1.993 -2.322 1.349
O -1.220 -2.962 -2.139 -0.405
O 0.978 0.357 1.412 0.032
O 0.098 -1.849 -3.875 -0.340
O 0.346 -0.935 1.482 -0.319
N 6.091 -4.447 0.379 -0.519
N 4.735 -2.984 1.862 -0.619
N 2.947 -1.616 0.920 -0.296
C 3.796 -2.316 1.321 0.716
C -2.987 0.886 1.829 -0.596
C -1.990 2.244 0.128 0.079
C 1.836 3.114 3.507 -0.510
C 0.398 -3.010 -4.711 -0.320
C 1.413 5.356 1.940 -0.715
C 0.841 3.087 2.532 0.277
C -4.193 0.910 1.146 -0.642
C -4.298 1.605 -0.050 -0.443
C 2.405 5.367 2.909 -0.370
C -3.193 2.273 -0.558 -0.924
C 0.637 4.222 1.754 0.043
C -1.698 -3.316 -0.810 -0.446
C 2.616 4.244 3.695 -0.621
C 5.442 -3.755 1.038 0.506
C -2.935 -2.521 -0.469 -0.645
C -1.869 1.548 1.329 0.395
C 1.774 -2.850 -5.307 -1.040
H -2.716 -1.454 -0.436 -0.079
H 1.984 -3.687 -5.972 0.373
H -1.898 -4.385 -0.865 0.321
H 1.240 6.232 1.329 0.384
H -5.051 0.387 1.548 0.413
H -5.238 1.626 -0.586 0.401
H -3.267 2.815 -1.492 0.392
H -1.134 2.758 -0.294 0.350
H -3.725 -2.704 -1.197 0.331
H -3.292 -2.823 0.515 0.386
H 3.385 4.246 4.455 0.375
H -0.383 0.717 3.651 -0.216
H 2.533 -2.831 -4.526 0.256
H -0.142 4.237 1.002 0.211
H -0.894 -3.151 -0.087 0.283
H 3.011 6.251 3.052 0.380
H 2.011 2.242 4.127 0.351
H -2.916 0.334 2.760 0.300
H 1.836 -1.926 -5.880 0.286
H 0.317 -3.918 -4.110 0.358
H -0.384 -3.028 -5.467 0.337

---

8.
13
Properties=species:S:1:pos:R:3:mulliken_charge:R:1 method="wB97M-V/def2-TZVPD" de_lowest_ev=4.389 gap_ev="8.7 / 7.4" e_homo_ev="-8.87 / -7.88" total_charge=0
Br 1.739 0.705 -0.317 0.127
N 0.323 1.647 -0.897 -0.386
C -0.875 1.764 -0.136 -0.064
C 2.293 -1.671 -0.193 -0.927
C -1.640 0.541 0.249 -1.041
H -0.452 2.106 0.847 0.245
H 2.227 -2.263 -1.156 0.293
H -1.677 2.442 -0.611 0.273
H 1.675 -1.999 0.690 0.275
H -2.664 0.829 0.715 0.296
H -1.171 -0.114 1.012 0.278
H 3.348 -1.551 0.017 0.305
H -1.822 -0.088 -0.616 0.327

---

9.
57
Properties=species:S:1:pos:R:3:mulliken_charge:R:1 method="wB97M-V/def2-TZVPD" smiles="C[N+](=O)[O-].c1cc[nH]c1.CC(C)=O.CC(C)=O.CC(C)=O.CC(C)=O" gap_ev=8.8 e_homo_ev=-8.62 total_charge=0
O 1.155 -1.088 -0.615 -0.672
O -2.254 1.753 -3.685 -0.571
O 0.773 3.231 3.556 -0.579
O 0.610 0.702 0.354 -0.551
O 0.758 -2.951 5.385 -0.571
O 0.590 2.786 -2.172 -0.625
N -1.330 -3.605 -2.015 0.021
N 0.467 -0.097 -0.538 1.159
C -2.574 -5.011 -0.890 -0.836
C -0.831 0.537 -5.078 -1.308
C 1.305 4.197 -0.266 -1.325
C -0.622 0.003 -1.502 -0.546
C -1.367 1.810 -4.499 1.096
C -1.115 4.036 -1.134 -0.989
C 3.083 2.728 4.105 -1.073
C 0.192 -2.390 3.176 -0.665
C -0.778 3.113 -4.907 -0.890
C -0.781 -3.567 -0.778 -0.332
C 0.525 -3.323 4.250 0.658
C -2.398 -4.482 -2.143 -0.410
C -1.535 -4.426 -0.011 -0.155
C 1.581 2.373 3.809 0.688
C 0.858 -4.761 3.866 -1.052
C 0.324 3.577 -1.274 0.970
C 1.218 0.918 3.892 -1.113
H -1.768 3.185 -1.479 0.226
H -0.325 -1.511 3.448 0.332
H -3.211 -5.826 -0.548 0.363
H 0.315 0.487 -5.028 0.280
H 1.026 -5.406 4.743 0.318
H 1.459 0.599 4.925 0.455
H -0.074 3.429 -4.132 0.093
H 1.699 -4.804 3.178 0.296
H 3.403 2.065 4.914 0.341
H -1.386 -0.757 -1.295 0.326
H 3.719 2.682 3.223 0.266
H 1.840 0.337 3.303 0.398
H -1.037 -3.080 -2.769 0.187
H -0.102 -2.790 -0.430 0.270
H 2.284 3.785 -0.340 0.356
H -1.041 0.500 -6.133 0.425
H -0.022 -5.187 3.444 0.305
H -1.343 -4.550 1.011 0.523
H -0.985 1.014 -1.477 -0.115
H -1.648 3.807 -4.942 0.282
H -0.401 -2.803 2.363 0.067
H 0.234 0.714 3.585 0.285
H 1.141 -2.161 2.737 0.296
H -2.824 -4.605 -3.113 0.399
H -1.302 4.302 -0.121 0.394
H 1.456 5.233 -0.541 0.419
H 3.005 3.740 4.473 0.343
H -0.222 -0.233 -2.505 0.284
H -1.331 4.880 -1.835 0.305
H -0.169 3.092 -5.844 0.357
H 0.968 4.061 0.761 0.236
H -1.212 -0.260 -4.460 0.357

---

Please write out number 5 again, unchanged.
15
Properties=species:S:1:pos:R:3:mulliken_charge:R:1 method="wB97M-V/def2-TZVPD" de_lowest_ev=6.054 gap_ev="7.2 / 7.2" e_homo_ev="-7.96 / -7.96" total_charge=0
S 2.494 1.468 0.228 -0.186
O 2.477 -0.465 -1.590 -0.383
C -1.620 0.567 -0.374 0.797
C -0.488 0.352 -0.673 -0.966
C 2.070 -0.136 -0.379 0.587
C -2.967 0.893 -0.087 -1.125
C 1.616 -1.168 0.567 -0.964
H -3.616 -0.083 0.076 0.219
H 0.810 -0.831 1.152 0.348
H 1.339 1.605 1.135 0.209
H -3.006 1.427 0.858 0.257
H 2.425 -1.756 1.056 0.319
H 2.570 0.273 -2.186 0.372
H 1.204 -2.104 -0.092 0.278
H -3.452 1.523 -0.916 0.237